Below is a 2-piece molecular cluster, C8H10N3O2 overall at a distorted geometry, with properties calculated with ωB97M-V with the def2-TZVPD basis set.

Summary:
**Highest occupied orbital energy**: -13.20 eV
**Energy above the lowest of the compared OMol25 structures with the same formula, charge and spin**: 7.856 eV
**Charge**: +1
**M**: 180.19 g/mol
**Calculated total energy**: -17009.776 eV
**Frontier orbital gap**: 8.000 eV
**2S+1**: 1
**LUMO energy**: -5.200 eV

```
23
Properties=species:S:1:pos:R:3:forces:R:3:lowdin_charge:R:1
C 3.592361 0.793223 -0.038543 0.432 -0.473 0.545 -0.04
C 3.024690 -0.009684 -0.975995 -3.422 0.029 -0.871 -0.04
C 2.755654 1.374225 0.922279 -1.426 -0.621 0.313 -0.02
C 1.603887 -0.160339 -1.173656 1.401 2.068 1.265 0.04
C 1.355206 1.218398 0.861094 -0.002 -0.528 -1.009 0.02
C 0.809898 0.520526 -0.242094 -0.024 -0.737 0.326 -0.22
C -2.478092 -2.702059 0.613053 -0.179 -4.957 1.744 -0.09
C -0.614387 0.469230 -0.505868 0.995 1.758 -0.869 -0.01
N -2.829020 1.289235 -0.722141 -0.198 -0.766 -2.400 -0.04
N -1.520252 1.275545 -0.063643 -0.264 1.478 2.135 0.08
N -2.375047 -1.370580 0.383626 1.806 3.512 -0.902 -0.12
O -3.601070 2.048158 -0.325586 0.280 0.767 0.961 0.12
O -3.298623 -0.615848 0.294476 -0.660 -1.766 0.740 0.04
H 4.719140 0.816909 -0.030716 -1.472 0.365 0.359 0.15
H 3.612716 -0.473244 -1.661559 1.793 -1.303 -1.897 0.08
H 3.241919 1.737761 1.781188 0.173 1.048 0.920 0.10
H 1.080838 -0.450986 -2.074787 0.665 -0.893 -0.095 0.12
H 0.501219 1.521059 1.489522 1.563 0.469 0.698 0.12
H -2.000606 -2.906235 1.676595 -0.665 0.576 -2.007 0.16
H -1.782075 -3.284839 -0.114480 -1.174 1.151 1.175 0.14
H -3.509191 -3.153005 0.665043 0.822 0.612 -0.320 0.11
H -0.859487 0.112292 -1.479922 -0.584 -1.128 -0.361 0.14
H -1.429667 1.950247 0.722121 0.140 -0.661 -0.449 0.18
```
Forces are in eV/Å.

***

Below is ArH24O12 as an isolated structure at a distorted geometry, with properties calculated with ωB97M-V with the def2-TZVPD basis set.

Summary:
**Highest occupied orbital energy**: -10.36 eV
**Energy above the lowest of the compared OMol25 structures with the same formula, charge and spin**: 1.407 eV
**Charge**: 0
**M**: 256.13 g/mol
**Calculated total energy**: -39314.442 eV
**Frontier orbital gap**: 10.314 eV
**2S+1**: 1
**LUMO energy**: -0.045 eV

```
37
Properties=species:S:1:pos:R:3:forces:R:3:lowdin_charge:R:1
Ar -0.313053 0.155304 0.293854 -0.001 0.067 -0.027 0.18
O -1.264360 -4.052462 -1.744388 -0.251 -0.114 -0.452 -0.05
H -1.123537 -4.879788 -1.284042 -0.037 -0.219 0.015 0.03
H -0.852584 -3.393607 -1.185293 0.083 0.246 0.224 -0.01
O 0.492512 1.259585 4.219422 -0.202 0.503 0.094 -0.06
H 0.818924 0.764379 4.970733 0.085 -0.102 0.116 0.03
H 0.387424 0.605686 3.528333 0.125 -0.442 -0.231 -0.02
O -3.079703 2.675832 -0.402771 0.232 -0.027 -0.278 -0.04
H -3.726006 3.064161 -0.992460 -0.247 0.217 -0.082 0.06
H -3.572655 2.027492 0.100101 -0.074 -0.234 0.181 0.06
O 0.328737 0.166657 -3.804462 0.267 -0.174 0.055 -0.05
H -0.025951 0.101632 -4.691146 -0.044 -0.095 -0.224 0.03
H -0.237862 0.800929 -3.365265 -0.122 0.374 0.297 0.00
O -2.362118 -2.941212 2.039762 -0.324 -0.104 0.492 -0.05
H -1.600290 -3.114958 1.486888 0.141 0.222 -0.217 -0.03
H -2.961405 -2.452278 1.475820 -0.164 0.072 -0.107 0.03
O 0.816311 -1.586526 3.059863 0.331 0.409 0.233 -0.06
H 0.302552 -1.929166 2.328510 -0.241 -0.252 -0.366 -0.03
H 0.453852 -2.020802 3.832044 -0.138 -0.118 0.201 0.05
O 2.437695 -2.194643 -0.722942 -0.451 -0.676 0.179 -0.04
H 3.256238 -2.169319 -0.227385 0.158 -0.005 0.185 0.05
H 2.328591 -1.302385 -1.051872 0.065 0.621 -0.194 0.00
O 3.231303 0.542477 -1.494390 -0.265 -0.201 0.245 -0.03
H 3.252933 0.425656 -2.444194 -0.161 0.091 -0.436 0.06
H 4.149215 0.499782 -1.226370 0.298 0.103 0.159 0.06
O 2.089231 3.314727 -0.814832 0.250 0.287 0.146 -0.06
H 1.263951 3.385049 -1.294631 -0.434 0.033 -0.127 -0.01
H 2.293359 2.379595 -0.824226 0.139 -0.336 -0.085 -0.02
O -1.447821 3.709219 1.815770 -0.041 0.191 0.100 -0.05
H -1.595631 3.086227 1.104247 -0.063 0.004 -0.283 -0.03
H -1.439127 3.171502 2.607619 0.189 -0.093 0.330 0.02
O -0.013409 -3.058816 0.644758 -0.442 -0.174 0.162 -0.09
H 0.793227 -2.780479 0.211055 1.034 0.469 -0.450 0.01
H 0.073347 -4.008594 0.726236 0.197 -0.366 0.128 0.08
O -0.701903 3.096238 -2.208209 0.330 -0.219 -0.290 -0.04
H -0.942748 3.627300 -2.967292 0.082 0.211 -0.226 0.05
H -1.509240 3.025607 -1.698846 -0.304 -0.169 0.531 0.00
```
Forces are in eV/Å.

***

Below is a 2-piece molecular cluster, C5H15NP overall at a distorted geometry, with properties calculated with ωB97M-V with the def2-TZVPD basis set.

Summary:
**Highest occupied orbital energy (alpha / beta)**: -11.50 / -11.50 eV
**Energy above the lowest of the compared OMol25 structures with the same formula, charge and spin**: 4.753 eV
**Charge**: +1
**M**: 120.16 g/mol
**Calculated total energy**: -16195.358 eV
**Frontier orbital gap (alpha / beta)**: 7.492 / 7.493 eV
**2S+1**: 1
**LUMO energy (alpha / beta)**: -4.008 / -4.008 eV

```
22
Properties=species:S:1:pos:R:3:forces:R:3:lowdin_charge:R:1
C -1.728363 1.964027 1.368270 1.908 -1.097 -0.333 -0.17
C 0.580763 -1.725060 -1.393290 1.335 -1.182 1.032 -0.04
C 2.141396 0.103049 -1.168144 5.029 -0.183 -0.710 -0.08
C -0.186252 0.507721 -1.135204 -4.193 -5.009 -0.964 0.06
C -1.697486 0.472703 1.165632 1.357 -1.967 -0.436 -0.45
N 0.817754 -0.272569 -1.142104 -0.167 -2.737 -0.760 -0.32
P -0.394678 -0.519407 1.689644 -1.038 -1.755 -1.493 0.87
H -1.994400 2.444154 0.427926 0.152 0.627 0.405 0.07
H -0.786682 2.304728 1.874200 -0.476 0.008 -1.105 0.09
H -2.406402 2.103019 2.142491 -1.900 0.763 1.006 0.05
H 1.474234 -2.347858 -1.062174 -0.848 1.180 -0.470 0.12
H -0.171923 -2.020236 -0.677937 -0.697 -0.231 -0.305 0.06
H 0.367234 -2.050871 -2.422149 -0.199 0.802 0.243 0.12
H 2.237956 1.092097 -0.742087 0.433 0.053 0.467 0.10
H 2.928378 -0.715408 -0.746343 -2.215 2.160 -0.507 0.16
H 2.481919 0.221238 -2.234652 -0.335 -0.161 0.754 0.13
H -0.249369 1.517829 -1.284333 0.367 2.496 0.239 0.09
H -1.094789 -0.190787 -1.417072 1.270 2.500 0.687 0.15
H -2.536205 -0.124080 0.818806 -0.101 0.488 -0.243 0.06
H 0.839175 -1.296531 1.132002 -1.001 1.619 -0.167 0.01
H -0.759912 -1.747557 2.251746 -0.602 0.237 0.374 -0.01
H 0.137655 0.279798 2.554772 1.921 1.389 2.284 -0.05
```
Forces are in eV/Å.

***

Below is one molecule with the formula C5H7NO at a distorted geometry, with properties calculated with ωB97M-V with the def2-TZVPD basis set.

Summary:
**Highest occupied orbital energy**: -7.32 eV
**Energy above the lowest of the compared OMol25 structures with the same formula, charge and spin**: 2.256 eV
**Charge**: 0
**M**: 97.12 g/mol
**Calculated total energy**: -8833.947 eV
**Frontier orbital gap**: 7.451 eV
**2S+1**: 1
**LUMO energy**: 0.130 eV

```
14
Properties=species:S:1:pos:R:3:forces:R:3:lowdin_charge:R:1
C -1.939615 0.387114 -0.305715 0.064 -0.107 0.273 -0.04
C -0.413391 0.048380 -0.207271 -0.028 0.147 -0.342 -0.34
C 0.641814 1.017788 0.186559 0.054 -0.133 -0.217 -0.03
N 1.724564 0.366891 0.475794 -0.242 0.197 0.094 0.15
C 1.549855 -1.140525 0.460766 -0.349 0.089 0.048 -0.50
O 2.534938 -1.833556 0.684295 -0.330 0.181 0.038 -0.02
C 0.199142 -1.265625 0.149560 -0.111 -0.044 0.001 -0.02
H -2.252320 0.454415 -1.363127 0.239 -0.106 0.482 0.08
H -2.199467 1.350298 0.144991 0.112 -0.248 0.148 0.07
H -2.540640 -0.406835 0.135122 0.058 0.127 0.222 0.07
H 0.627132 2.088481 0.018682 -0.040 -0.016 0.193 0.14
H 2.644811 0.758395 0.660037 -0.263 0.051 -0.142 0.17
H -0.291652 -2.227592 0.180326 -0.104 0.203 -0.277 0.10
H -0.244650 0.300038 -1.274534 0.940 -0.341 -0.521 0.15
```
Forces are in eV/Å.

***

Below is a 2-piece molecular cluster, C3H10O4PS2 overall at a distorted geometry, with properties calculated with ωB97M-V with the def2-TZVPD basis set.

Summary:
**Highest occupied orbital energy**: -2.03 eV
**Charge**: -1
**M**: 205.22 g/mol
**Calculated total energy**: -42418.962 eV
**Frontier orbital gap**: 3.360 eV
**2S+1**: 1
**LUMO energy**: 1.329 eV

```
20
Properties=species:S:1:pos:R:3:forces:R:3:lowdin_charge:R:1
C 1.844048 -1.073852 1.262032 0.018 0.598 0.385 -0.15
C 1.272507 0.346623 1.450214 -0.116 -1.300 0.306 -0.53
S -0.043759 0.795492 0.293924 0.304 1.647 -0.781 0.89
C -1.154439 -0.554849 0.028584 -0.055 -0.437 0.230 -0.71
P -2.335821 -0.772205 1.404105 0.886 0.115 -0.757 0.99
H 1.521611 -1.716174 2.079443 -0.234 -0.275 -0.116 0.06
H 1.577337 -1.482980 0.294118 0.124 -0.132 -0.127 0.06
H 2.924698 -1.017230 1.347104 0.173 -0.158 -0.197 0.07
H 1.000182 0.475683 2.497059 -0.146 0.160 0.094 0.05
H 2.055938 1.065854 1.239733 -0.156 0.320 -0.294 0.07
H -0.682791 -1.512211 -0.184722 0.031 -0.171 0.081 0.06
H -1.711764 -0.276438 -0.876255 0.219 0.414 -0.317 0.04
H -2.157278 0.238975 2.348597 -0.165 -0.053 0.004 -0.01
H -3.679842 -0.752323 1.006699 -0.027 -0.157 0.252 -0.01
H -2.066536 -1.981468 2.058870 -0.394 0.057 0.173 -0.02
O -0.909756 1.108677 -2.619000 -0.793 -0.556 0.722 -0.54
S 0.337769 1.650666 -3.265234 0.516 0.211 -0.095 0.15
O 1.385602 0.591404 -3.225158 -0.096 -0.108 0.136 -0.50
O 0.789903 2.832716 -2.479186 -0.063 -0.094 0.113 -0.50
O 0.032392 2.033640 -4.660929 -0.026 -0.082 0.187 -0.47
```
Forces are in eV/Å.

***

Below is one molecule with the formula C27H23N3 at a distorted geometry, with properties calculated with ωB97M-V with the def2-TZVPD basis set.

Summary:
**Highest occupied orbital energy**: -7.74 eV
**Energy above the lowest of the compared OMol25 structures with the same formula, charge and spin**: 1.011 eV
**Charge**: 0
**M**: 389.50 g/mol
**Calculated total energy**: -32840.896 eV
**Frontier orbital gap**: 7.724 eV
**2S+1**: 1
**LUMO energy**: -0.012 eV

```
53
Properties=species:S:1:pos:R:3:forces:R:3:lowdin_charge:R:1
C 0.491125 -0.402405 5.890769 0.409 -0.521 -0.207 -0.01
C -0.668657 0.461445 6.149165 -1.938 0.258 0.593 -0.21
C -1.968621 0.450414 5.629006 1.406 0.562 0.150 -0.12
C -2.532854 -0.556487 4.690251 0.035 -2.222 0.748 -0.13
C -3.974469 -1.021648 5.232470 0.145 -0.289 -0.829 -0.12
C -4.480319 -0.802663 6.533787 0.143 0.637 0.732 -0.06
C -5.810548 -1.091994 6.899296 0.090 -0.638 -1.065 -0.08
C -6.649038 -1.730637 5.966015 -0.391 0.514 -0.111 -0.10
C -6.132249 -2.098146 4.708848 0.344 -0.414 0.637 -0.08
C -4.791489 -1.805345 4.401022 -0.641 -0.718 -0.282 -0.06
C -2.288501 -0.229308 3.166459 2.773 -0.570 -0.377 -0.32
C -2.733598 -1.337953 2.187878 -0.413 0.854 -0.421 -0.05
C -2.864530 1.063881 2.862538 -1.405 0.744 -0.006 -0.20
N -3.459300 2.049782 2.771266 0.610 -0.544 -0.176 0.21
C -0.633030 -0.040541 2.799850 -1.082 0.131 -0.386 -0.11
C 0.166124 -1.056459 2.206087 -0.455 -0.305 0.179 -0.04
C 1.467898 -0.820793 1.737428 -0.597 0.106 0.450 -0.02
C 1.990123 0.486485 1.788401 -0.228 -0.548 0.196 -0.24
C 3.324856 0.737571 1.299892 2.455 0.688 -0.539 -0.17
N 4.424012 0.965960 0.958983 -2.664 -0.600 0.728 0.15
C 1.205888 1.513880 2.311612 -0.649 -0.116 0.083 -0.01
C -0.103741 1.249278 2.781495 0.940 0.091 -0.230 -0.03
C -2.656263 1.590806 6.201741 0.395 -0.402 1.567 -0.12
C -3.964122 2.068979 6.174960 -0.483 0.822 0.734 -0.05
C -4.319268 3.117443 7.034051 0.441 0.037 -0.082 -0.08
C -3.390544 3.686325 7.926385 0.401 0.127 0.464 -0.10
C -2.098408 3.176854 8.065584 0.095 0.999 -0.420 -0.03
C -1.788108 2.132763 7.211542 0.852 -0.706 -1.466 -0.16
N -0.575669 1.457587 7.088589 -0.196 0.228 0.164 -0.07
C 0.630397 1.793463 7.814994 0.035 -0.022 0.042 -0.02
H 0.171662 -1.337682 5.446897 -0.079 -0.024 -0.488 0.08
H 1.135066 0.143654 5.196740 0.333 -0.377 -0.036 0.09
H 1.072193 -0.738238 6.761106 -0.220 0.591 0.024 0.09
H -1.949421 -1.530883 4.713838 -0.271 1.011 0.543 0.16
H -3.881859 -0.349165 7.350324 -0.178 -0.179 -1.001 0.13
H -6.206687 -0.824269 7.889835 0.426 -0.170 -0.515 0.11
H -7.719621 -1.885446 6.222222 0.921 -0.062 -0.270 0.11
H -6.703406 -2.723832 3.992043 0.290 0.613 0.662 0.11
H -4.401881 -2.354927 3.524795 -0.240 0.947 0.558 0.09
H -2.519208 -2.363053 2.542366 -0.009 0.640 -0.068 0.10
H -3.812313 -1.192574 2.057957 0.319 -0.426 -0.326 0.08
H -2.206392 -1.144003 1.233458 -0.560 -0.333 0.387 0.10
H -0.260168 -2.061641 2.021714 0.383 0.656 0.433 0.11
H 2.065218 -1.660782 1.360500 -0.311 0.529 0.016 0.12
H 1.588122 2.537342 2.316283 -0.165 -0.352 -0.007 0.12
H -0.705559 2.109997 3.044037 -0.033 -0.108 0.314 0.11
H -4.739892 1.598195 5.595984 0.056 0.131 -0.426 0.11
H -5.313200 3.560892 7.010947 0.119 -0.317 -0.104 0.10
H -3.652784 4.546991 8.551291 -0.142 -0.339 -0.347 0.10
H -1.291354 3.709262 8.631928 -1.158 -0.685 -0.230 0.11
H 0.392573 2.693455 8.404640 0.501 -0.477 -0.214 0.08
H 0.929087 0.964951 8.493145 -0.092 0.576 -0.349 0.10
H 1.445689 2.004117 7.092983 -0.316 -0.029 0.574 0.10
```
Forces are in eV/Å.